# 1
Computed, not measured: a molecular structure, C22H36IrO3P2, with the ωB97M-V functional and the def2-TZVPD basis.

Values from the calculation:
spin multiplicity = 6
electronic energy = -50933.045 eV
Kohn-Sham gap (alpha / beta) = 5.68 / 4.22 eV
total charge = +2
relative energy (zero: lowest compared OMol25 entry of this formula, charge and spin) = 0.00 kJ/mol
HOMO energy (alpha / beta) = -11.1 / -13.4 eV

Element x y z (Å)
P: 2.183 3.968 -2.980
P: 4.792 1.757 -2.531
C: 3.992 4.292 -3.359
C: 4.829 3.114 -3.787
H: 4.406 4.748 -2.451
H: 3.985 5.059 -4.139
H: 4.501 2.713 -4.751
H: 5.889 3.387 -3.885
C: 6.132 2.343 -1.423
H: 6.307 1.607 -0.626
H: 5.904 3.317 -0.969
H: 7.041 2.438 -2.026
C: 5.653 0.486 -3.535
H: 6.683 0.830 -3.672
H: 5.159 0.382 -4.509
H: 5.648 -0.469 -2.996
C: 1.928 5.758 -2.684
H: 0.863 5.947 -2.488
H: 2.242 6.252 -3.615
H: 2.570 6.081 -1.858
C: 1.613 3.843 -4.725
H: 2.059 3.003 -5.273
H: 1.906 4.776 -5.219
H: 0.519 3.766 -4.732
Ir: 0.213 0.537 -0.547
C: 2.707 -0.456 -1.309
C: 2.485 0.349 -0.172
C: 2.904 1.779 0.043
C: 1.802 2.876 -0.075
C: 0.649 2.555 -0.962
C: 0.608 1.684 -2.143
C: 1.853 1.277 -2.866
C: 2.292 -0.194 -2.700
C: -1.713 0.738 -0.419
H: 2.957 -1.502 -1.111
H: 2.584 -0.168 0.804
H: 3.761 1.987 -0.604
H: 3.299 1.891 1.059
H: 1.411 3.020 0.948
H: 2.264 3.811 -0.406
H: -0.219 3.217 -0.892
H: -0.264 1.926 -2.747
H: 2.671 1.874 -2.374
H: 1.753 1.539 -3.935
H: 1.470 -0.860 -3.058
H: 3.174 -0.357 -3.343
H: -2.181 -0.196 -0.772
H: -2.050 1.599 -1.011
H: -1.952 0.893 0.653
O: -0.095 -3.883 0.573
C: -0.587 -3.686 1.806
C: -1.103 -4.798 2.505
C: -1.701 -4.634 3.743
C: -1.743 -3.369 4.349
C: -1.160 -2.277 3.694
C: -0.600 -2.389 2.431
C: -0.034 -1.154 1.752
O: 0.264 -0.139 2.386
O: 0.063 -1.257 0.433
H: 0.097 -2.970 0.204
H: -1.072 -5.771 2.015
H: -2.163 -5.487 4.244
H: -2.215 -3.227 5.324
H: -1.139 -1.298 4.169


# 2
Computed, not measured: a molecular structure, ClH3O5P2, with the ωB97M-V functional and the def2-TZVPD basis.

Values from the calculation:
electronic energy = -41388.014 eV
Kohn-Sham gap = 10.14 eV
relative energy (zero: lowest compared OMol25 entry of this formula, charge and spin) = 319.09 kJ/mol
HOMO energy = -11.0 eV

Element x y z (Å)
O: 1.952 -1.437 0.796
P: 1.725 -0.174 0.149
O: 0.447 -0.136 -0.876
P: -0.982 -0.014 -0.194
O: -0.905 -0.151 1.233
O: -1.865 -1.084 -0.869
O: -1.561 1.409 -0.673
Cl: -1.530 2.539 0.579
H: 1.578 0.886 1.046
H: 2.769 0.103 -0.737
H: -1.627 -1.940 -0.453


# 3
Computed, not measured: a molecular structure, C24H30Cl4N4O2SSeSi2V, with the ωB97M-V functional and the def2-TZVPD basis.

Values from the calculation:
spin multiplicity = 4
electronic energy = -203148.731 eV
Kohn-Sham gap (alpha / beta) = 5.79 / 6.16 eV
total charge = -2
relative energy (zero: lowest compared OMol25 entry of this formula, charge and spin) = 60.25 kJ/mol
HOMO energy (alpha / beta) = -1.5 / -1.9 eV

Element x y z (Å)
V: 11.617 10.157 11.389
Cl: 15.404 10.554 17.006
C: 14.248 9.979 15.868
C: 13.109 9.308 16.318
Cl: 12.865 8.953 17.985
C: 12.042 8.968 15.481
Cl: 10.538 8.362 16.150
C: 12.120 9.334 14.089
O: 11.242 9.118 13.216
C: 13.258 10.045 13.604
O: 13.269 10.415 12.376
C: 14.346 10.265 14.517
Cl: 15.749 11.108 13.901
C: 14.901 12.295 9.303
Si: 13.596 11.026 8.759
C: 13.392 11.019 6.949
C: 14.444 9.469 9.348
N: 12.131 11.357 9.675
C: 11.733 12.632 9.974
C: 12.097 13.730 9.227
C: 11.856 15.019 9.695
C: 11.275 15.230 10.935
C: 10.919 14.036 11.694
C: 11.070 12.816 11.194
N: 10.541 11.644 11.864
Si: 9.038 11.746 12.808
C: 9.289 12.353 14.532
C: 7.909 13.123 12.082
C: 8.238 10.109 12.851
H: 14.632 13.374 9.137
H: 15.795 12.095 8.788
H: 15.024 12.079 10.370
H: 13.270 12.049 6.648
H: 12.410 10.464 6.789
H: 14.224 10.660 6.273
H: 14.996 9.786 10.212
H: 15.052 8.994 8.557
H: 13.738 8.623 9.650
H: 12.529 13.513 8.225
H: 12.163 15.837 9.154
H: 11.236 16.227 11.398
H: 10.460 14.126 12.664
H: 8.308 12.634 14.896
H: 9.949 13.186 14.601
H: 9.743 11.672 15.297
H: 8.382 13.730 11.362
H: 7.358 13.718 12.764
H: 7.110 12.541 11.567
H: 8.873 9.420 13.361
H: 7.990 9.775 11.857
H: 7.192 10.201 13.249
C: 6.049 9.117 7.393
N: 6.874 10.124 8.040
C: 7.719 9.919 9.100
C: 8.452 11.022 9.274
N: 8.048 11.864 8.229
C: 8.698 13.097 7.931
C: 7.064 11.336 7.444
Se: 10.385 8.187 10.330
H: 5.661 9.662 6.569
H: 5.355 8.596 7.992
H: 6.657 8.349 6.913
H: 7.699 9.021 9.626
H: 9.251 11.112 10.019
H: 8.224 13.605 7.044
H: 9.779 12.894 7.603
H: 8.761 13.790 8.768
S: 10.773 7.718 7.137
C: 11.033 8.205 8.645


Q: Which of these has the lowest relative energy (zero: lowest compared OMol25 entry of this formula, charge and spin)?
A: C22H36IrO3P2


Q: Which of these has the highest electronic energy?
A: ClH3O5P2